(1)
The following is a quantum chemistry calculation of F8N2O7PRbS2 as an isolated structure at a distorted geometry, from the Open Molecules 2025 dataset.

Output
* charge: -2
* E_HOMO: -2.996 eV
* energy relative to the best compared isomer or geometry (same formula, charge and spin): 0.0 kJ/mol
* lowest unoccupied orbital energy: 3.6 eV

CARTESIAN COORDINATES (ANGSTROEM)
1 Rb -0.472 -0.719 -2.476
2 P -3.480 1.441 -1.102
3 F -5.039 1.468 -0.724
4 F -3.272 0.044 -0.304
5 F -3.782 0.568 -2.442
6 F -1.852 1.477 -1.404
7 F -3.559 2.818 -1.966
8 F -3.165 2.274 0.249
9 N 2.163 -0.564 1.957
10 S 1.805 -1.961 2.535
11 O 1.364 -2.964 1.613
12 O 1.250 -1.970 3.857
13 F 3.344 -2.389 2.885
14 S 0.680 -0.038 1.525
15 O -0.257 0.246 2.560
16 O 0.108 -0.545 0.316
17 F 1.209 1.410 1.157
18 N 3.245 -0.153 -2.048
19 O 2.775 0.698 -1.273
20 O 4.476 -0.287 -2.168
21 O 2.458 -0.855 -2.746

These are the Mulliken partial charges, in e, on atoms 1 to 6: Rb 0.9130; P 1.1968; F -0.3614; F -0.3195; F -0.3706; F -0.3999



(2)
The following is a quantum chemistry calculation of FFeH12O6 as an isolated structure at a distorted geometry, from the Open Molecules 2025 dataset.

Output
* charge: +1
* multiplicity: 5
* E_HOMO (alpha / beta): -13.394 / -12.381 eV
* energy relative to the best compared isomer or geometry (same formula, charge and spin): 0.0 kJ/mol
* lowest unoccupied orbital energy (alpha / beta): -3.6 / -3.6 eV

CARTESIAN COORDINATES (ANGSTROEM)
1 Fe 0.244 -0.298 -0.004
2 F 0.257 -0.448 -1.951
3 O 2.104 -1.435 0.323
4 H 2.850 -0.964 0.713
5 H 2.486 -2.215 -0.095
6 O 0.537 0.198 2.080
7 H 0.402 -0.575 2.646
8 H 1.141 0.763 2.575
9 O 1.397 1.448 -0.272
10 H 1.091 2.354 -0.150
11 H 2.094 1.499 -0.938
12 O -1.657 1.559 -2.569
13 H -2.573 1.268 -2.600
14 H -1.135 0.753 -2.401
15 O -0.882 -2.034 0.371
16 H -1.059 -2.789 -0.203
17 H -1.549 -2.079 1.067
18 O -1.565 0.853 0.378
19 H -1.765 1.535 1.029
20 H -2.418 0.608 0.002

These are the natural (NBO) partial charges, in e, on atoms 1 to 6: Fe 1.5794; F -0.8195; O -0.9731; H 0.5008; H 0.5180; O -0.9754



(3)
The following is a quantum chemistry calculation of a 8-piece molecular cluster, FH14O7 overall at a distorted geometry, from the Open Molecules 2025 dataset.

Output
* charge: -1
* E_HOMO: -6.857 eV
* energy relative to the best compared isomer or geometry (same formula, charge and spin): 64.2 kJ/mol
* lowest unoccupied orbital energy: 3.6 eV

CARTESIAN COORDINATES (ANGSTROEM)
1 F -0.060 -0.219 0.045
2 O -1.720 0.546 1.945
3 H -1.195 0.093 1.250
4 H -2.072 -0.158 2.473
5 O 1.565 -0.902 1.893
6 H 0.998 -0.473 1.198
7 H 0.979 -1.032 2.662
8 O 0.937 2.191 0.817
9 H 0.715 3.090 0.614
10 H 0.296 1.613 0.452
11 O 1.587 0.915 -1.937
12 H 1.054 0.398 -1.297
13 H 1.402 1.866 -1.818
14 O -1.951 -2.088 -0.482
15 H -1.373 -1.325 -0.389
16 H -1.585 -2.713 -1.151
17 O -1.343 1.749 -1.236
18 H -0.853 0.982 -0.916
19 H -0.822 2.079 -1.957
20 O 1.478 -2.097 -0.980
21 H 1.147 -2.923 -0.648
22 H 0.822 -1.599 -0.540

These are the natural (NBO) partial charges, in e, on atoms 1 to 6: F -0.8449; O -0.9721; H 0.4944; H 0.4497; O -0.9864; H 0.5013



(4)
The following is a quantum chemistry calculation of FH18InO9 as an isolated structure at a distorted geometry, from the Open Molecules 2025 dataset.

Output
* charge: +2
* E_HOMO: -16.827 eV
* energy relative to the best compared isomer or geometry (same formula, charge and spin): 211.7 kJ/mol
* lowest unoccupied orbital energy: -12.7 eV

CARTESIAN COORDINATES (ANGSTROEM)
1 In 0.827 -1.514 -1.128
2 F -0.030 -0.073 -0.121
3 O -2.600 -1.114 1.975
4 H -2.117 -0.278 1.924
5 H -2.124 -1.473 2.706
6 O 2.256 0.391 -1.730
7 H 1.991 1.311 -1.623
8 H 3.155 0.464 -2.008
9 O 1.013 3.045 -0.812
10 H 1.266 2.546 -0.090
11 H 0.033 3.014 -0.795
12 O 1.875 1.782 1.380
13 H 1.366 1.211 1.995
14 H 2.212 2.525 1.850
15 O -0.205 0.377 2.408
16 H -0.116 0.232 1.444
17 H 0.518 -0.213 2.657
18 O -1.514 1.990 -0.379
19 H -1.878 1.817 -1.270
20 H -0.942 1.256 -0.293
21 O -0.167 -0.716 -2.883
22 H -0.961 -1.086 -3.327
23 H -0.240 0.250 -3.023
24 O 0.315 -2.325 1.438
25 H 0.658 -2.571 2.271
26 H -0.411 -2.912 1.178
27 O -1.030 -2.466 -1.235
28 H -1.249 -3.407 -1.255
29 H -1.904 -2.063 -1.255

These are the Mulliken partial charges, in e, on atoms 1 to 6: In 1.4613; F -0.2667; O -0.6222; H 0.3101; H 0.3193; O -0.5257



charge of number 3 (FH14O7)? -1